Record 1
An isolated ion of composition C10H19N2 and charge +1, computed with wB97M-V/def2-TZVPD.

Positions of all 31 atoms, in Å:
1 C -2.5753 0.9571 1.2311
2 C -1.4504 0.2129 0.5984
3 N -1.5516 -0.1982 -0.6513
4 C -0.2375 -0.6619 -1.1526
5 C -0.1666 -2.1958 -1.3820
6 C 0.3087 0.2277 -2.2355
7 C 0.9600 1.4589 -1.4514
8 C 1.6749 0.9401 -0.2005
9 C 0.8154 -0.2806 0.1856
10 C 1.6281 -1.3891 0.7663
11 N -0.2607 0.2653 1.1115
12 C 0.0526 0.7314 2.4665
13 H -3.2586 1.1214 0.4975
14 H -2.2549 1.8628 1.6509
15 H -2.9976 0.4322 2.2032
16 H -2.2630 -0.1149 -1.3676
17 H 0.7086 -2.3440 -1.9620
18 H -0.8674 -2.4775 -2.1060
19 H -0.3336 -2.6410 -0.4156
20 H -0.5616 0.7621 -2.7983
21 H 1.0582 -0.1421 -2.8132
22 H -0.0116 2.0824 -1.1193
23 H 1.4562 1.9463 -2.2303
24 H 2.7180 0.5664 -0.4256
25 H 1.7579 1.8548 0.4166
26 H 1.1352 -2.3313 1.1271
27 H 2.0400 -1.1670 1.6868
28 H 2.3699 -1.7817 -0.0399
29 H -0.5380 0.1085 3.1867
30 H 1.0938 0.6082 2.5022
31 H -0.4491 1.5866 2.7205

Calculated values
energy above the lowest of the compared OMol25 structures with the same formula, charge and spin	213.1	kJ/mol
HOMO	-13.56	eV
HOMO-LUMO gap	0.4034	Ha
total charge	+1

***

Record 2
An isolated ion of composition C4H6N and charge +1, computed with wB97M-V/def2-TZVPD.

Positions of all 11 atoms, in Å:
1 C 2.8346 -0.1590 -0.0080
2 N 1.6018 -0.0042 0.0238
3 C 0.3743 0.2842 0.0186
4 C -0.9940 0.6109 0.0046
5 C -2.1136 -0.3253 0.0291
6 H 3.4903 0.7073 -0.0262
7 H 3.2674 -1.1509 -0.0120
8 H -1.1875 1.6761 -0.0498
9 H -2.9307 0.1061 0.6050
10 H -1.8510 -1.3090 0.4079
11 H -2.4914 -0.4361 -0.9931

Calculated values
energy above the lowest of the compared OMol25 structures with the same formula, charge and spin	129.4	kJ/mol
HOMO	-14.93	eV
HOMO-LUMO gap	0.3323	Ha
total charge	+1

***

Record 3
C26H40N7Tc as an isolated structure, computed with wB97M-V/def2-TZVPD.

Positions of all 74 atoms, in Å:
1 Tc -1.0599 -0.3270 -0.3088
2 N 0.2917 1.7963 0.3259
3 C -0.1211 2.3059 1.6392
4 C 0.0216 1.2037 2.6970
5 N -0.2598 -0.0941 2.0989
6 C -0.9307 -1.0771 2.9335
7 C -2.4336 -0.9977 2.6826
8 N -2.6951 -1.2557 1.2585
9 H 0.2135 2.5302 -0.3689
10 H 1.2505 1.4668 0.3737
11 H 0.4620 3.1735 1.9660
12 H -1.1630 2.6214 1.5676
13 H 1.0350 1.2200 3.1140
14 H -0.6693 1.4064 3.5169
15 H 0.6062 -0.4453 1.7022
16 H -0.5801 -2.0735 2.6532
17 H -0.7252 -0.9269 3.9977
18 H -2.9593 -1.7029 3.3310
19 H -2.7850 0.0076 2.9204
20 H -2.6284 -2.2508 1.0770
21 H -3.6363 -0.9718 1.0056
22 N -0.4283 0.1423 -2.3787
23 C -1.4586 0.9850 -2.9815
24 C -1.5340 1.1952 -4.3496
25 C -2.5161 2.0396 -4.8538
26 C -3.3886 2.6860 -3.9997
27 C -3.3384 2.4731 -2.6100
28 C -4.2120 3.1002 -1.6818
29 C -4.1164 2.7633 -0.3313
30 C -3.1949 1.8296 0.0814
31 N -2.3128 1.2152 -0.7657
32 C -2.3719 1.5681 -2.1008
33 H 0.4421 0.6640 -2.2969
34 H -0.2315 -0.6534 -2.9762
35 H -0.8370 0.7007 -5.0159
36 H -2.5891 2.1925 -5.9217
37 H -4.1481 3.3487 -4.3933
38 H -4.9345 3.8237 -2.0317
39 H -4.7593 3.2296 0.4021
40 H -3.1160 1.5586 1.1283
41 C -0.0683 -1.8875 -0.2411
42 C 0.6128 -3.1133 -0.2887
43 C 1.7360 -3.2938 -1.1224
44 C 2.3869 -4.5088 -1.1690
45 C 1.9464 -5.5739 -0.3905
46 C 0.8498 -5.4125 0.4488
47 C 0.1929 -4.2017 0.5048
48 H 2.0781 -2.4537 -1.7130
49 H 3.2431 -4.6426 -1.8173
50 H 2.4564 -6.5261 -0.4362
51 H 0.5032 -6.2408 1.0523
52 H -0.6619 -4.0678 1.1565
53 C 5.2490 1.5878 0.4853
54 C 5.2798 0.1861 -0.1303
55 N 4.7918 -0.8636 0.7552
56 C 5.7923 -1.6640 1.4566
57 C 6.3526 -0.9780 2.7021
58 C 3.4613 -0.9650 1.0187
59 C 3.0332 -2.0164 2.0111
60 N 2.5366 -0.2451 0.4685
61 H 5.4494 2.3356 -0.2818
62 H 6.0023 1.6906 1.2635
63 H 4.2760 1.7975 0.9297
64 H 6.3016 -0.0647 -0.4108
65 H 4.6870 0.1758 -1.0502
66 H 6.6076 -1.8654 0.7600
67 H 5.3536 -2.6229 1.7233
68 H 6.8842 -0.0676 2.4299
69 H 7.0515 -1.6429 3.2092
70 H 5.5552 -0.7170 3.3984
71 H 3.5547 -1.9262 2.9631
72 H 3.2063 -3.0143 1.6039
73 H 1.9662 -1.9236 2.1792
74 H 2.9090 0.3804 -0.2417

Calculated values
2S+1	4
HOMO (spin up / spin down)	-7.30 / -10.24	eV
HOMO-LUMO gap (spin up / spin down)	0.1614 / 0.2743	Ha
⟨S²⟩	4.127
total charge	+1

***

Record 4
An isolated ion of composition C9H9BrF3NO4P and charge +1, computed with wB97M-V/def2-TZVPD.

Positions of all 28 atoms, in Å:
1 O -0.1040 3.6869 -1.9324
2 C 0.1383 2.5192 -1.9336
3 O -0.5114 1.6098 -2.7320
4 C 1.2445 1.8984 -1.0801
5 C 0.9668 0.4591 -0.7361
6 C 1.5593 -0.5707 -1.4653
7 C 1.2878 -1.8731 -1.1502
8 N 0.4334 -2.1639 -0.1603
9 P -0.0218 -3.9036 0.2883
10 O 0.7764 -4.6559 -0.8872
11 Br 1.4154 -4.1548 1.9134
12 C -0.1495 -1.1907 0.5622
13 C 0.0939 0.1349 0.3109
14 C -0.5903 1.1967 1.1338
15 O -1.3247 0.5432 2.1477
16 C -2.2027 1.2918 2.8886
17 F -1.9046 1.1674 4.1704
18 F -2.1576 2.5842 2.5579
19 F -3.4368 0.8395 2.6948
20 H -1.4538 1.5959 -2.5233
21 H 1.3166 2.4841 -0.1668
22 H 2.1904 1.9776 -1.6138
23 H 2.2408 -0.3348 -2.2690
24 H 1.7573 -2.6860 -1.6821
25 H 0.3120 -4.6093 -1.7367
26 H -0.8152 -1.4998 1.3558
27 H -1.2324 1.7994 0.4876
28 H 0.1717 1.8547 1.5575

Calculated values
HOMO	-13.94	eV
HOMO-LUMO gap	0.3427	Ha
total charge	+1

***

| no. | F_max (eV/Å) | E (Eh) |
| --- | --- | --- |
| 1 | 5.5 | -501.6545 |
| 2 | 5.2 | -210.4067 |
| 3 | 3.9 | -1478.5479 |
| 4 | 0.8 | -3918.8793 |